C3H9NO2 | ωB97M-V with the def2-TZVPD basis set

Results
**Spin multiplicity**: 1
**LUMO level**: 0.7 eV
**Total charge**: 0
**Relative energy (zero: lowest compared OMol25 entry of this formula, charge and spin)**: 1.080 eV
**Highest occupied orbital energy**: -9.77 eV
**Orbital gap**: 10.4 eV
**SMILES**: CN(C)C=O.O

Bonds (Å) are listed after each position.
Atoms and positions in Å:
1 C -0.05637 1.01084 0.36962  N2 1.348, O5 1.214, H6 1.108
2 N -1.13143 0.25121 0.07962  C1 1.348, C3 1.443, C4 1.456
3 C -0.97616 -1.13819 -0.27951  N2 1.443, H7 1.092, H8 1.086, H9 1.086
4 C -2.46253 0.70869 0.45309  N2 1.456, H10 1.094, H11 1.089, H12 1.085
5 O 1.10419 0.65412 0.34551  C1 1.214
6 H -0.35982 2.01346 0.73018  C1 1.108
7 H -1.37470 -1.32983 -1.27826  C3 1.092
8 H -1.57633 -1.76468 0.37365  C3 1.086
9 H 0.07561 -1.37402 -0.14824  C3 1.086
10 H -2.97501 1.16552 -0.39857  C4 1.094
11 H -2.43635 1.35742 1.32779  C4 1.089
12 H -3.06354 -0.15890 0.70309  C4 1.085
13 H 3.23206 -1.66192 -0.02431  O15 0.974
14 H 2.20776 -0.85352 -0.60533  O15 0.973
15 O 3.10376 -1.14913 -0.84184  H13 0.974, H14 0.973

***

C3H4NO3S | ωB97M-V with the def2-TZVPD basis set

Results
**Spin multiplicity**: 1
**LUMO level**: 3.8 eV
**Total charge**: -1
**Relative energy (zero: lowest compared OMol25 entry of this formula, charge and spin)**: 4.622 eV
**Highest occupied orbital energy**: -3.41 eV
**Orbital gap**: 7.2 eV

Bonds (Å) are listed after each position.
Atoms and positions in Å:
1 C -0.48317 -1.25686 -0.36171  C2 1.394, N4 1.295, H9 1.142
2 C -1.66141 -0.62774 0.03846  C1 1.394, O7 1.399, H10 1.070
3 C -0.43038 1.22385 0.08448  O7 1.287, H11 1.192, H12 1.105
4 N 0.52707 -0.55073 -0.75773  C1 1.295, S8 1.838
5 O 2.00246 -0.13822 1.43591  S8 1.484
6 O 2.61952 0.95062 -0.56561  S8 1.445
7 O -1.63411 0.77085 0.05161  C2 1.399, C3 1.287
8 S 2.19590 -0.32026 -0.02379  N4 1.838, O5 1.484, O6 1.445
9 H -0.42438 -2.32872 -0.75049  C1 1.142
10 H -2.65718 -0.99543 0.17660  C2 1.070
11 H 0.30713 1.02587 0.99916  C3 1.192
12 H -0.36146 2.24677 -0.32689  C3 1.105

***

C2H8O2 | ωB97M-V with the def2-TZVPD basis set

Results
**Spin multiplicity**: 1
**LUMO level**: 0.6 eV
**Total charge**: 0
**Relative energy (zero: lowest compared OMol25 entry of this formula, charge and spin)**: 1.955 eV
**Highest occupied orbital energy**: -9.24 eV
**Orbital gap**: 9.8 eV
**SMILES**: C=C.O.O

Bonds (Å) are listed after each position.
Atoms and positions in Å:
1 C -1.00486 1.58449 0.79537  C2 1.406, H3 1.097, H4 1.126
2 C -1.08869 0.52741 -0.12752  C1 1.406, H5 1.039, H6 1.092
3 H -1.05741 2.53924 0.25702  C1 1.097
4 H -1.01551 1.53246 1.92009  C1 1.126
5 H -1.74568 0.51708 -0.93299  C2 1.039
6 H -0.58694 -0.39959 0.15939  C2 1.092
7 H 1.25375 -0.46470 -0.69391  O9 0.998
8 H 1.77346 0.96351 -1.12723  O9 0.988
9 O 1.85426 0.00180 -1.34093  H7 0.998, H8 0.988
10 H -0.05903 -2.34927 -0.14448  O12 0.935
11 H 0.90600 -2.40918 1.07735  O12 0.999
12 O 0.77064 -2.04325 0.15785  H10 0.935, H11 0.999

***

Q: Number 1 is which compound?
A: C3H9NO2